DFT (ωB97M-V/def2-TZVPD) results for a 7-piece molecular cluster, C41H65F18NO16P overall in a non-equilibrium geometry.

Structure (ORCA input):
```
! RIJCOSX wB97M-V def2-TZVPD def2/J DEFGRID3
* xyz -1 1
C -0.520 4.708 7.161
C -0.056 3.661 6.087
C -1.257 2.953 5.375
C -2.046 2.013 6.325
C -2.753 0.821 5.619
C -1.778 0.024 4.661
C -2.293 -1.436 4.494
C -1.844 -2.148 3.166
C -1.980 -1.263 1.877
C -0.593 -0.609 1.585
C -0.603 0.372 0.362
N -1.631 1.409 0.482
C -1.919 2.161 -0.753
C -3.205 1.657 -1.520
C -2.264 3.627 -0.303
C -1.018 4.465 0.071
C -0.202 4.920 -1.187
C 0.837 1.054 0.367
O 1.725 0.496 1.018
O 1.050 2.114 -0.271
P -0.676 -0.658 -1.215
O -0.211 -2.239 -0.919
O 0.551 -0.088 -2.225
H -0.516 4.208 8.152
H -1.538 5.095 6.968
H 0.231 5.519 7.203
H 0.626 2.924 6.560
H 0.534 4.213 5.330
H -0.833 2.463 4.482
H -1.929 3.771 5.038
H -2.847 2.631 6.790
H -1.450 1.604 7.165
H -3.565 1.240 4.981
H -3.221 0.092 6.307
H -1.736 0.608 3.729
H -0.788 0.065 5.163
H -1.843 -2.024 5.327
H -3.383 -1.452 4.680
H -0.833 -2.593 3.206
H -2.539 -3.001 3.015
H -2.416 -1.794 1.013
H -2.665 -0.429 2.164
H -0.213 -0.072 2.475
H 0.133 -1.429 1.427
H -2.527 1.033 0.786
H -1.088 2.199 -1.472
H -3.357 0.567 -1.426
H -3.175 1.987 -2.577
H -4.081 2.144 -1.038
H -3.033 3.627 0.499
H -2.737 4.121 -1.186
H -1.332 5.413 0.571
H -0.372 3.951 0.806
H -0.025 4.031 -1.819
H -0.725 5.712 -1.757
H 0.778 5.280 -0.823
H -0.533 -2.800 -1.634
H 0.400 0.847 -2.431
C -7.297 -5.392 7.046
C -6.387 -6.184 6.130
O -6.318 -5.577 4.830
C -5.465 -4.554 4.706
O -4.778 -4.124 5.582
C -5.472 -4.044 3.262
F -6.720 -3.933 2.768
F -4.808 -4.878 2.441
F -4.903 -2.845 3.147
H -8.282 -5.267 6.593
H -7.411 -5.898 8.005
H -6.899 -4.393 7.228
H -6.792 -7.184 5.982
H -5.392 -6.298 6.555
C 3.400 1.003 -6.410
C 2.601 1.765 -5.374
O 2.017 2.950 -5.954
C 0.884 2.776 -6.625
O 0.325 1.731 -6.784
C 0.366 4.124 -7.134
F 1.344 4.875 -7.678
F -0.176 4.851 -6.143
F -0.580 3.984 -8.073
H 4.144 1.653 -6.871
H 3.906 0.154 -5.954
H 2.757 0.635 -7.209
H 3.259 2.103 -4.575
H 1.834 1.139 -4.917
C 4.139 -0.118 -13.415
C 4.410 0.847 -12.280
O 4.176 0.220 -11.008
C 5.169 -0.532 -10.535
O 6.215 -0.720 -11.085
C 4.795 -1.088 -9.158
F 3.539 -1.564 -9.127
F 4.877 -0.137 -8.212
F 5.596 -2.090 -8.782
H 3.132 -0.531 -13.335
H 4.239 0.384 -14.378
H 4.833 -0.959 -13.391
H 3.722 1.689 -12.339
H 5.422 1.251 -12.329
C 1.367 -6.323 4.021
C 0.134 -7.170 3.789
O -0.653 -7.267 4.992
C -1.466 -6.238 5.237
O -1.576 -5.272 4.544
C -2.266 -6.501 6.517
F -1.493 -6.986 7.505
F -3.244 -7.409 6.311
F -2.852 -5.399 6.989
H 1.942 -6.707 4.866
H 2.003 -6.318 3.135
H 1.099 -5.293 4.257
H 0.427 -8.188 3.531
H -0.467 -6.788 2.964
C 1.205 7.262 -9.140
C 0.759 8.185 -10.254
O 1.683 9.278 -10.421
C 2.770 9.019 -11.145
O 3.028 7.967 -11.652
C 3.626 10.282 -11.275
F 3.754 10.929 -10.105
F 3.083 11.150 -12.148
F 4.861 10.007 -11.708
H 1.354 7.823 -8.215
H 0.463 6.488 -8.966
H 2.154 6.783 -9.380
H -0.202 8.631 -10.001
H 0.628 7.646 -11.193
C 2.424 -5.863 10.560
C 3.355 -6.654 9.665
O 3.453 -6.048 8.366
C 4.305 -5.026 8.260
O 4.973 -4.591 9.151
C 4.335 -4.518 6.815
F 3.102 -4.408 6.297
F 5.026 -5.354 6.017
F 4.913 -3.320 6.714
H 1.449 -5.740 10.085
H 2.288 -6.371 11.516
H 2.816 -4.864 10.751
H 2.954 -7.655 9.507
H 4.343 -6.767 10.112
*
```

Values from the calculation:
- M (g mol⁻¹) = 1200.900
- E_LUMO (eV) = 1.683
- calculated total energy (hartree) = -4998.96589